120
Properties=species:S:1:pos:R:3:forces:R:3 method="wB97M-V/def2-TZVPD" homo_ev="-7.0 / -8.4" e_tot_ha=-7263.75698 e_above_lowest_kcal_mol=7.6 gap_ev="7.6 / 7.8" multiplicity=2
Sc 0.44506 0.08086 0.23449 0.09 0.00 0.10
C 0.80022 3.61149 -1.69286 0.01 -0.04 -0.04
C 2.06531 2.91072 -1.22337 0.01 0.11 -0.01
C 2.77729 2.30969 -2.41949 0.07 -0.02 0.09
C 2.97803 3.93411 -0.54536 -0.05 0.03 0.02
O 1.69795 1.84627 -0.30808 0.08 0.00 -0.04
Ge 2.98377 1.35069 1.03677 -0.02 -0.14 0.00
O 2.79592 -0.41923 0.33793 -0.12 0.01 0.00
C 3.92513 -1.30643 0.18441 0.03 -0.01 -0.01
C 4.19854 -1.46719 -1.30189 -0.05 -0.02 0.03
C 3.59882 -2.66099 0.80449 0.01 0.00 -0.01
C 5.17420 -0.74483 0.86511 -0.02 0.02 -0.02
O 1.37796 0.94820 2.00316 -0.02 0.11 0.07
C 1.50928 0.65119 3.41946 0.03 0.00 0.05
C 2.22757 -0.68060 3.59632 -0.01 0.01 -0.01
C 2.31963 1.75121 4.10696 -0.03 -0.01 -0.04
C 0.11415 0.61778 4.01498 -0.02 -0.01 -0.05
H 1.05222 4.32012 -2.48415 -0.01 0.01 -0.01
H 0.33038 4.15981 -0.88124 0.02 -0.02 -0.03
H 0.09027 2.88872 -2.09476 -0.01 -0.01 0.01
H 3.14296 3.09424 -3.08490 0.01 0.00 0.02
H 2.07289 1.70057 -2.96593 -0.03 -0.10 -0.10
H 3.62181 1.69010 -2.10827 0.00 0.01 0.01
H 3.10786 4.78411 -1.21728 -0.01 0.01 0.00
H 3.96657 3.52859 -0.32975 0.02 0.00 -0.02
H 2.54078 4.29763 0.38514 0.04 -0.01 -0.01
H 3.31252 -1.85918 -1.79234 0.02 0.01 0.01
H 5.02450 -2.15937 -1.47732 0.01 0.00 0.00
H 4.45028 -0.50456 -1.75106 0.00 0.02 -0.01
H 2.80602 -3.16113 0.25513 0.01 0.00 0.01
H 3.29175 -2.55078 1.84415 0.01 0.00 0.00
H 4.48008 -3.30416 0.77198 0.00 -0.01 0.00
H 5.49345 0.19455 0.41034 0.01 0.01 0.00
H 5.98909 -1.46195 0.75869 0.00 0.00 -0.01
H 5.01426 -0.57479 1.93150 0.01 0.00 0.00
H 3.26053 -0.60685 3.24904 0.00 -0.01 0.00
H 1.72781 -1.46513 3.03489 0.00 0.00 0.01
H 2.24535 -0.96195 4.65038 0.00 -0.01 0.01
H 3.36127 1.75976 3.78125 0.00 0.00 0.00
H 2.30955 1.58196 5.18485 0.00 0.00 0.00
H 1.88558 2.73057 3.90997 0.00 0.01 0.01
H -0.51759 -0.07961 3.47124 0.01 0.03 0.00
H -0.33777 1.60786 3.97448 -0.03 0.03 0.00
H 0.16306 0.30066 5.05858 0.00 0.00 0.00
Cl 0.49243 -7.32121 1.49069 0.00 -0.01 0.00
C 0.30781 -5.61129 1.47104 -0.01 0.00 0.02
C 0.50483 -4.89642 0.29439 0.00 0.01 0.00
Cl 0.96768 -5.70307 -1.15194 0.00 0.00 -0.01
C 0.34181 -3.52182 0.29476 0.01 0.03 0.04
Cl 0.63375 -2.60377 -1.13207 -0.04 -0.14 -0.07
C -0.02163 -2.78411 1.43444 -0.06 -0.08 -0.03
O -0.18787 -1.48954 1.36702 0.20 0.07 -0.10
C -0.17964 -3.53094 2.61911 -0.01 0.02 0.01
Cl -0.53775 -2.70873 4.08876 0.00 -0.03 0.01
C -0.02728 -4.91546 2.63045 0.01 -0.02 -0.02
Cl -0.24986 -5.78639 4.09741 0.00 0.01 0.00
C 2.48271 -1.74943 -4.20643 0.06 0.00 0.03
C 1.47297 -0.62855 -3.94488 -0.02 0.05 -0.07
C 1.65687 0.46885 -5.00007 -0.06 0.02 0.04
C 0.04855 -1.13781 -3.97693 0.06 -0.05 0.04
C -0.30295 -1.90349 -5.08546 -0.01 -0.02 0.00
C -1.54947 -2.47668 -5.21501 0.01 0.02 0.01
C -2.45838 -2.29919 -4.19349 0.01 0.00 0.00
C -2.16728 -1.51883 -3.08001 -0.04 -0.03 0.01
C -3.23556 -1.49384 -1.99798 -0.01 0.02 -0.01
C -4.56795 -0.97880 -2.55056 0.03 0.00 0.02
C -3.38237 -2.88609 -1.37667 0.01 -0.02 -0.01
C -0.90977 -0.88016 -2.98074 -0.08 0.04 0.01
N -0.67848 0.00851 -1.85726 -0.04 0.03 0.01
C -1.60690 0.97228 -1.81557 0.00 -0.03 -0.01
C -1.97503 1.61401 -0.62697 -0.02 0.04 -0.08
N -1.37881 1.34642 0.52735 -0.03 -0.03 0.06
C -2.09388 1.71386 1.72699 0.01 0.04 0.07
C -2.00282 2.98065 2.33624 -0.02 0.05 -0.02
C -2.62172 3.16420 3.57349 0.00 -0.01 -0.01
C -3.32839 2.15970 4.20304 0.00 -0.03 -0.01
C -3.49557 0.95546 3.54836 -0.01 0.02 0.03
C -2.91770 0.72750 2.30607 0.04 0.01 -0.04
C -3.32718 -0.51785 1.54489 -0.03 -0.01 0.01
C -3.55920 -1.74618 2.42131 0.01 0.01 0.00
C -4.62338 -0.19029 0.79360 0.01 -0.01 0.00
C -1.31400 4.21863 1.77854 0.05 0.00 0.04
C -1.90746 4.72796 0.46469 -0.03 0.00 0.01
C 0.20255 4.07714 1.73904 -0.04 -0.01 0.01
H 3.49902 -1.35576 -4.13617 -0.01 -0.04 0.01
H 2.36473 -2.17340 -5.20317 0.01 0.04 -0.03
H 2.37820 -2.56553 -3.49046 -0.02 -0.01 -0.04
H 1.67175 -0.23001 -2.94761 -0.02 0.08 0.03
H 1.57460 0.03118 -5.99688 -0.02 0.01 -0.01
H 2.63653 0.94094 -4.91856 0.03 -0.02 -0.04
H 0.88930 1.24174 -4.91645 0.05 0.01 0.04
H 0.42734 -2.05622 -5.86843 0.02 0.00 0.00
H -1.79987 -3.06870 -6.08545 0.00 0.00 0.00
H -3.42210 -2.78740 -4.25301 -0.01 -0.01 0.00
H -2.92525 -0.82321 -1.20250 0.00 0.00 -0.01
H -4.92005 -1.59128 -3.38056 -0.01 -0.01 -0.01
H -4.46735 0.04495 -2.91730 0.00 0.01 -0.01
H -5.34174 -0.98901 -1.78399 0.00 0.00 -0.01
H -3.70234 -3.62261 -2.11590 0.00 0.00 -0.01
H -4.12249 -2.87518 -0.57463 0.00 0.00 0.00
H -2.43168 -3.22496 -0.95804 0.00 0.00 0.00
H -2.20113 1.18353 -2.70245 0.00 -0.01 0.01
H -2.83279 2.28042 -0.65532 0.00 -0.01 0.00
H -2.53400 4.13184 4.05293 0.00 0.01 0.00
H -3.77306 2.32680 5.17548 -0.01 0.00 0.01
H -4.10023 0.18118 4.00145 0.00 0.00 0.00
H -2.54254 -0.76665 0.83063 -0.01 0.01 0.00
H -4.48577 -1.66474 2.99378 0.00 0.00 0.00
H -2.74011 -1.90364 3.11703 0.00 0.00 0.00
H -3.64888 -2.63375 1.79221 0.00 -0.01 -0.01
H -5.37040 0.17993 1.49906 -0.01 0.00 0.00
H -5.02756 -1.08286 0.31589 0.00 0.01 0.01
H -4.47603 0.57526 0.03007 0.00 0.01 0.00
H -1.53071 5.00350 2.50835 0.01 -0.01 0.01
H -1.69847 4.07287 -0.37559 0.01 -0.01 0.00
H -1.48883 5.70918 0.22916 0.00 0.01 0.00
H -2.99012 4.83717 0.55354 -0.01 -0.01 -0.02
H 0.66154 4.99292 1.35753 -0.03 0.01 0.00
H 0.58134 3.90614 2.74682 0.03 -0.01 0.00
H 0.51115 3.23742 1.12123 0.00 0.03 0.03

***

159
Properties=species:S:1:pos:R:3:forces:R:3 method="wB97M-V/def2-TZVPD" homo_ev=-8.7 e_tot_ha=-11501.29470 smiles="[H]/N=C(/N)NCCCC[C@@H](O[C@H](CCCC(=O)OCC)[C@](CCC)(NCC(=O)Br)OCCNC[C@H](C)O)P(O)Br.FC(F)C(F)(F)COC(F)(F)C(F)F.FC(F)C(F)(F)COC(F)(F)C(F)F.FC(F)C(F)(F)COC(F)(F)C(F)F.FC(F)C(F)(F)COC(F)(F)C(F)F" gap_ev=8.4 multiplicity=1
H 8.08953 -2.35719 4.49967 -0.22 -0.40 -0.24
N 7.36525 -3.07930 4.35175 -2.17 2.28 0.57
C 6.22099 -2.47789 4.53502 1.24 -1.97 -0.20
N 4.99526 -3.29028 4.32806 1.19 1.21 0.39
N 6.07505 -1.02524 4.88736 -1.75 -2.20 -0.33
C 5.09216 -0.49429 3.88882 -0.84 0.80 -1.80
C 5.14870 1.09591 3.67656 0.27 -0.14 0.64
C 5.73196 1.54412 2.25040 -0.28 1.05 0.50
C 4.60295 1.63795 1.09384 0.17 0.26 1.10
C 3.90555 0.24171 0.75192 0.22 -0.49 -1.05
O 2.87790 0.29287 -0.26384 -0.44 0.98 1.81
C 1.74515 1.10520 0.10396 -1.18 1.05 -0.20
C 0.96463 0.60930 1.41557 -0.16 0.65 0.29
C 1.50081 1.31159 2.78471 -1.27 -1.73 -0.04
C 0.22960 1.28310 3.78825 0.13 -0.90 0.39
C 0.62112 1.54909 5.30757 0.58 2.18 0.50
O 1.10043 2.62820 5.68747 -1.50 -3.44 -1.00
O 0.37542 0.50423 6.26465 0.56 0.83 -1.94
C 1.19776 -0.66933 5.96002 1.67 0.30 0.38
C 2.01183 -1.01015 7.31742 -1.02 0.26 -1.02
C 0.78610 1.18043 -1.22087 0.26 -0.66 1.01
C 0.20786 2.66716 -1.33924 0.04 0.52 0.72
C -0.48152 3.23603 -0.00096 -0.92 0.42 -0.52
C -1.94725 2.60731 0.21769 0.13 0.41 -0.85
N -0.25349 0.10849 -1.04752 0.29 1.52 -0.68
C -1.30039 0.15292 -2.09738 0.28 -2.24 0.92
C -2.34138 -1.05345 -1.76105 -2.85 1.51 -3.00
O -3.39666 -1.08094 -2.41904 3.61 -0.46 2.80
Br -1.96283 -2.40836 -0.32775 -0.23 0.95 -1.01
O 1.62143 0.75365 -2.32890 -1.16 1.91 -0.37
C 1.41022 1.51122 -3.53613 1.29 -0.21 -1.97
C 2.12241 0.65702 -4.71856 -0.97 -0.47 0.88
N 1.04575 -0.29725 -5.20288 0.53 0.97 -0.82
C 0.91482 -0.27224 -6.68197 -0.08 -1.07 -1.21
C -0.48327 -0.83013 -7.23559 -1.38 -0.17 0.36
C -1.64046 -0.93386 -6.13628 -0.54 0.03 -0.63
O -0.33737 -2.17298 -7.81440 -0.09 0.50 0.71
P 5.30442 -0.86642 0.02063 1.11 -0.45 0.94
O 4.78132 -2.49924 -0.01967 -0.78 1.91 0.45
Br 5.60777 -0.04041 -2.09103 -0.77 -0.54 0.57
H 4.49372 -3.43365 5.21176 0.22 0.08 -0.55
H 5.22970 -4.18931 3.89252 0.15 0.54 0.55
H 5.54464 -1.06331 5.78356 0.73 0.36 -0.49
H 5.35454 -0.97199 2.87430 -0.31 0.63 1.55
H 4.00264 -0.80205 4.09530 1.56 0.26 -0.11
H 4.10612 1.54857 3.82876 1.46 -0.62 -0.33
H 5.78195 1.51204 4.54618 -0.77 -0.52 -1.49
H 6.64660 0.94148 1.94596 -1.31 0.55 0.38
H 6.10303 2.62752 2.39189 -0.52 -1.60 -0.32
H 5.08358 2.14429 0.19448 -0.77 -1.00 0.85
H 3.82439 2.38343 1.50009 1.06 -1.22 -0.68
H 3.53269 -0.34010 1.67200 0.52 1.03 -1.02
H 2.02897 2.20691 0.30506 0.05 -1.69 -0.37
H -0.15866 0.86262 1.39751 1.84 -0.39 -0.53
H 1.02172 -0.52844 1.46578 0.01 1.41 0.11
H 1.90944 2.35611 2.61151 -0.48 -1.39 0.39
H 2.25198 0.57421 3.22192 -0.56 1.48 -0.46
H -0.24977 0.23496 3.75165 0.81 1.53 -0.06
H -0.58574 2.00306 3.44717 1.20 -0.68 0.65
H 0.60821 -1.54876 5.54600 0.55 1.24 0.60
H 1.98844 -0.33049 5.19880 -1.21 -0.74 0.85
H 2.01161 -0.04246 7.93823 0.22 -1.63 -0.88
H 3.06405 -1.31514 7.00404 -1.37 0.24 0.79
H 1.43804 -1.83675 7.84796 1.11 1.06 -0.40
H 1.09440 3.37233 -1.54986 -1.29 -1.25 0.09
H -0.57957 2.80311 -2.16616 1.40 -0.33 1.09
H 0.18374 3.19506 0.92087 -0.85 -0.18 -1.18
H -0.66360 4.35728 -0.20385 0.39 -1.65 0.34
H -2.50966 2.79404 -0.77264 0.68 -0.22 1.48
H -2.54501 3.14894 1.02233 0.91 -0.88 -0.92
H -1.93462 1.47958 0.36219 0.03 1.45 0.11
H 0.29676 -0.76881 -1.11224 -0.66 0.63 -0.13
H -1.93188 1.09816 -2.08346 0.99 -1.30 -0.05
H -0.84829 -0.10241 -3.11232 -0.99 0.44 0.87
H 0.30677 1.57338 -3.86177 1.67 0.06 0.66
H 1.89447 2.55837 -3.51311 -0.79 -1.49 0.30
H 2.50125 1.33236 -5.55397 -0.62 -0.91 1.08
H 2.97106 0.00461 -4.33399 -0.78 1.32 -0.17
H 1.21677 -1.24204 -4.84066 0.05 0.58 -0.52
H 1.72625 -0.94828 -7.15082 -1.14 1.09 0.34
H 1.04118 0.77527 -7.12728 -0.12 -1.42 1.14
H -0.90853 -0.18161 -8.08876 0.98 -0.67 1.29
H -1.41428 -1.76166 -5.38626 -0.13 1.31 -0.72
H -2.60230 -1.26301 -6.68433 1.42 0.49 0.72
H -1.90287 0.06550 -5.63857 0.66 -1.53 -0.55
H -1.07261 -2.74304 -7.50553 0.64 0.68 -0.22
H 4.29861 -2.62292 0.83545 0.34 -0.10 -0.91
F -6.58263 -6.01423 -4.33167 -0.02 0.06 0.14
C -5.41281 -5.43186 -4.64342 0.25 -0.35 -0.76
F -4.60134 -6.42289 -5.09460 0.21 0.20 0.17
C -4.76268 -4.71606 -3.45682 -0.08 0.03 1.05
F -4.40513 -5.59567 -2.49085 -0.12 -0.07 -0.27
F -3.59905 -4.15795 -3.90412 -0.27 0.04 -0.37
C -5.58243 -3.57585 -2.81272 0.13 0.71 0.35
O -6.34132 -3.89704 -1.63255 -0.68 -1.06 -0.69
C -7.61644 -4.47816 -1.80714 0.97 1.53 -0.46
F -7.99221 -4.35777 -3.09366 -0.31 -0.35 0.22
F -8.47521 -3.70926 -1.09726 0.02 -0.43 0.22
C -7.68891 -5.92121 -1.29084 -0.06 -0.69 0.38
F -6.76740 -6.71437 -1.87264 0.02 0.29 0.02
F -8.90083 -6.46495 -1.56038 -0.03 0.42 -0.05
H -5.58169 -4.73829 -5.47203 0.05 0.15 0.10
H -4.85112 -2.84299 -2.45876 0.02 -0.30 0.02
H -6.18352 -3.03067 -3.54531 -0.05 -0.35 -0.03
H -7.52709 -5.95305 -0.21109 -0.02 0.24 0.00
F 0.83380 3.70744 9.96284 -0.14 -0.05 0.18
C 0.35410 3.68677 8.70532 0.63 0.42 -0.59
F 0.33814 4.97708 8.28141 -0.32 -0.12 -0.10
C -1.04868 3.08048 8.61030 -0.69 -0.18 0.56
F -1.95913 3.84466 9.26182 0.25 0.07 -0.01
F -1.41540 3.10114 7.29547 0.36 -0.08 0.04
C -1.19468 1.61833 9.08788 -0.33 -0.72 -0.17
O -1.67656 1.39870 10.42553 1.05 0.91 0.57
C -0.73937 1.45816 11.47959 -0.39 -0.97 -1.63
F 0.50797 1.43605 10.97338 0.07 0.16 0.49
F -0.87993 0.30133 12.16755 -0.13 0.39 0.30
C -0.98398 2.63960 12.42765 -0.20 0.54 0.49
F -0.98116 3.82013 11.77785 -0.05 -0.26 -0.11
F -0.00990 2.70739 13.36839 0.03 -0.37 -0.16
H 1.05927 3.13979 8.07416 -0.20 -0.12 -0.08
H -1.97203 1.17589 8.45848 -0.01 0.24 0.13
H -0.30153 1.02446 8.87917 0.05 0.32 0.11
H -1.94686 2.53570 12.93265 -0.01 -0.22 -0.09
F 4.50457 2.74456 -10.68579 0.07 -0.13 0.08
C 3.24665 2.34785 -10.43326 -0.48 0.68 -0.25
F 2.62350 3.40319 -9.84811 -0.14 -0.26 0.18
C 3.17509 1.12101 -9.52073 0.64 -0.53 0.59
F 3.64847 1.40052 -8.28203 -0.03 0.22 -0.19
F 1.85550 0.81115 -9.35578 0.03 0.20 -0.54
C 3.86869 -0.15718 -10.04297 -0.03 -0.85 -0.01
O 5.19576 -0.43592 -9.56702 0.35 1.37 -0.41
C 6.27531 0.19874 -10.22034 -1.34 -1.23 -0.39
F 5.84463 0.74283 -11.37400 0.43 0.24 0.10
F 7.12842 -0.78894 -10.57313 0.19 0.34 0.36
C 7.01023 1.19991 -9.31938 0.45 0.39 0.49
F 6.18175 2.14508 -8.83068 -0.11 -0.24 -0.09
F 7.97742 1.84725 -10.01373 -0.13 -0.33 -0.22
H 2.74696 2.15421 -11.38659 -0.03 -0.18 0.05
H 3.27704 -0.99430 -9.66088 0.08 0.22 0.17
H 3.80343 -0.24829 -11.13037 0.10 0.32 0.10
H 7.47425 0.68868 -8.47306 -0.06 -0.20 -0.11
F -4.89356 1.39613 0.95636 -0.04 0.14 -0.10
C -5.37815 1.36484 -0.29871 0.52 0.54 -0.44
F -5.39458 2.65151 -0.73557 -0.27 -0.11 -0.12
C -6.77926 0.75566 -0.37058 -0.77 -0.19 0.58
F -7.68457 1.52286 0.28230 0.31 0.07 -0.03
F -7.16698 0.75628 -1.67995 0.48 -0.08 -0.01
C -6.89393 -0.69797 0.12960 -0.47 -0.81 -0.30
O -7.34011 -0.90185 1.47860 1.11 0.98 0.46
C -6.35608 -0.79340 2.48326 -0.42 -1.10 -1.52
F -5.13955 -0.78958 1.90484 0.14 -0.01 0.72
F -6.42688 -1.93878 3.19953 -0.09 0.42 0.30
C -6.58381 0.40022 3.41999 -0.21 0.53 0.50
F -6.64990 1.56679 2.74772 -0.09 -0.25 -0.05
F -5.56281 0.51493 4.30515 0.05 -0.37 -0.16
H -4.67623 0.81040 -0.92872 -0.14 -0.15 -0.05
H -7.67489 -1.16583 -0.47675 -0.03 0.24 0.14
H -5.99329 -1.27910 -0.08706 0.03 0.27 0.09
H -7.51480 0.28022 3.97832 0.00 -0.22 -0.08

***

Number 1: M 978.83 g mol⁻¹. Number 2: M 1637.74 g mol⁻¹.